Molecular formula: C32H63ClNO15S
Method: DFT, ωB97M-V/def2-TZVPD

Results
**Highest occupied orbital energy**: -11.684 eV
**Total charge**: +1
**Max |F|**: 0.0435 hartree/bohr
**E_LUMO**: -0.08860 Eh

Bonds (Å) are listed after each position.
Geometry (Å):
1 C 4.63819 2.83437 2.24550  C2 1.526, H15 1.081, H16 1.082, H17 1.082
2 C 3.94988 1.72476 1.45525  C1 1.526, C3 1.534, H18 1.086, H19 1.079
3 C 4.23660 0.36112 2.09694  C2 1.534, Cl4 1.786, S5 1.817, H20 1.086
4 Cl 4.20689 0.33323 3.88268  C3 1.786
5 S 3.22391 -0.94281 1.33924  C3 1.817, C6 1.802, N10 1.640
6 C 3.57940 -2.39910 2.33862  S5 1.802, C7 1.533, H21 1.081, H22 1.081
7 C 5.08487 -2.65545 2.20094  C6 1.533, O8 1.208, O9 1.360
8 O 5.55104 -3.03262 1.15211  C7 1.208
9 O 5.83285 -2.46769 3.32093  C7 1.360, H23 0.963
10 N 1.61721 -0.66246 1.51309  S5 1.640, C11 1.497, C12 1.471
11 C 1.05825 0.11708 0.36364  N10 1.497, H24 1.080, H25 1.078, H26 1.072
12 C 1.18485 -0.20396 2.84241  N10 1.471, C13 1.495, O14 1.217
13 C 0.82326 -1.22246 3.87555  C12 1.495, H27 1.083, H28 1.083, H29 1.084
14 O 1.07783 0.99057 3.04872  C12 1.217
15 H 5.60334 2.52374 2.61941  C1 1.081
16 H 3.99923 3.13035 3.06755  C1 1.082
17 H 4.76153 3.68822 1.59240  C1 1.082
18 H 4.45711 1.67660 0.49597  C2 1.086
19 H 2.89021 1.89439 1.34535  C2 1.079
20 H 5.25040 0.09428 1.81467  C3 1.086
21 H 3.07365 -3.23342 1.87359  C6 1.081
22 H 3.29505 -2.26462 3.37262  C6 1.081
23 H 5.98411 -1.53046 3.48159  O9 0.963
24 H 0.19779 0.70436 0.64851  C11 1.080
25 H 0.72305 -0.60845 -0.36016  C11 1.078
26 H 1.81624 0.73646 -0.07357  C11 1.072
27 H -0.16662 -1.00294 4.25560  C13 1.083
28 H 0.84061 -2.22956 3.47761  C13 1.083
29 H 1.52325 -1.13716 4.69859  C13 1.084
30 O 2.47950 0.14931 -2.12099  C31 1.209
31 C 1.88629 0.40048 -3.14388  O30 1.209, O32 1.330, C35 1.507
32 O 0.59296 0.69799 -3.05955  C31 1.330, C33 1.446
33 C -0.19218 1.17687 -4.17529  O32 1.446, C34 1.514, H36 1.087, H37 1.075
34 C -0.72440 0.02580 -5.00203  C33 1.514, H38 1.092, H39 1.089, H40 1.091
35 C 2.55315 0.30475 -4.49237  C31 1.507, H41 1.089, H42 1.087, H43 1.087
36 H 0.37590 1.89418 -4.76291  C33 1.087
37 H -1.01362 1.71664 -3.73893  C33 1.075
38 H 0.07922 -0.56203 -5.44934  C34 1.092
39 H -1.35978 0.40337 -5.80226  C34 1.089
40 H -1.31106 -0.64743 -4.37557  C34 1.091
41 H 2.50758 -0.72978 -4.82993  C35 1.089
42 H 3.59535 0.59212 -4.37764  C35 1.087
43 H 2.11452 0.95130 -5.24745  C35 1.087
44 O -3.71507 -1.42886 -2.17251  C45 1.200
45 C -3.49621 -1.70433 -1.02499  O44 1.200, O46 1.344, C49 1.510
46 O -2.25725 -2.09498 -0.68215  C45 1.344, C47 1.431
47 C -1.82777 -2.27181 0.67171  O46 1.431, C48 1.511, H50 1.093, H51 1.091
48 C -2.18274 -3.64478 1.19193  C47 1.511, H52 1.089, H53 1.091, H54 1.088
49 C -4.58652 -1.69820 0.01994  C45 1.510, H55 1.089, H56 1.087, H57 1.088
50 H -2.20883 -1.47188 1.31120  C47 1.093
51 H -0.74371 -2.15722 0.64113  C47 1.091
52 H -3.26117 -3.79681 1.21666  C48 1.089
53 H -1.79355 -3.79286 2.20051  C48 1.091
54 H -1.76473 -4.40283 0.53277  C48 1.088
55 H -5.10247 -2.65712 -0.01205  C49 1.089
56 H -5.29119 -0.90958 -0.23061  C49 1.087
57 H -4.23341 -1.51289 1.03170  C49 1.088
58 O -2.59319 -1.64531 4.86741  C59 1.202
59 C -2.45954 -2.06406 5.98597  O58 1.202, O60 1.344, C63 1.508
60 O -1.23107 -2.44688 6.37270  C59 1.344, C61 1.434
61 C -0.88170 -2.78173 7.72240  O60 1.434, C62 1.514, H64 1.090, H65 1.089
62 C -1.18988 -4.22839 8.04364  C61 1.514, H66 1.090, H67 1.090, H68 1.090
63 C -3.62748 -2.23437 6.92446  C59 1.508, H69 1.089, H70 1.087, H71 1.087
64 H -1.35279 -2.09180 8.42301  C61 1.090
65 H 0.19127 -2.61032 7.78763  C61 1.089
66 H -2.25692 -4.43809 7.97267  C62 1.090
67 H -0.85932 -4.47134 9.05302  C62 1.090
68 H -0.68107 -4.88789 7.34097  C62 1.090
69 H -4.09605 -3.19739 6.72579  C63 1.089
70 H -4.34491 -1.44473 6.71888  C63 1.087
71 H -3.36375 -2.17091 7.97718  C63 1.087
72 O -1.87079 -6.11368 -1.06307  C73 1.201
73 C -2.43337 -5.80061 -2.07677  O72 1.201, O74 1.343, C77 1.510
74 O -3.72555 -5.44211 -2.01010  C73 1.343, C75 1.434
75 C -4.43630 -4.86011 -3.11112  O74 1.434, C76 1.514, H78 1.090, H79 1.088
76 C -4.99936 -5.91438 -4.04050  C75 1.514, H80 1.090, H81 1.090, H82 1.090
77 C -1.74666 -5.86270 -3.42015  C73 1.510, H83 1.089, H84 1.087, H85 1.087
78 H -3.81024 -4.13506 -3.63138  C75 1.090
79 H -5.24866 -4.29664 -2.65631  C75 1.088
80 H -4.21026 -6.50761 -4.50267  C76 1.090
81 H -5.58544 -5.44756 -4.83184  C76 1.090
82 H -5.64108 -6.60056 -3.48832  C76 1.090
83 H -1.82734 -6.87810 -3.80597  C77 1.089
84 H -0.69664 -5.62391 -3.27426  C77 1.087
85 H -2.14220 -5.16428 -4.15323  C77 1.087
86 O -1.30483 3.86567 -4.05657  C87 1.203
87 C -2.24065 4.23516 -3.39796  O86 1.203, O88 1.339, C91 1.510
88 O -3.45498 3.75370 -3.69141  C87 1.339, C89 1.433
89 C -4.61012 3.96755 -2.87143  O88 1.433, C90 1.514, H92 1.091, H93 1.088
90 C -5.29440 5.27965 -3.19011  C89 1.514, H94 1.090, H95 1.090, H96 1.089
91 C -2.08805 5.26867 -2.30752  C87 1.510, H97 1.089, H98 1.087, H99 1.087
92 H -4.35306 3.87881 -1.81506  C89 1.091
93 H -5.27511 3.13789 -3.10158  C89 1.088
94 H -4.64757 6.13287 -2.98507  C90 1.090
95 H -6.20220 5.38749 -2.59708  C90 1.090
96 H -5.55987 5.31862 -4.24598  C90 1.089
97 H -2.13864 6.25897 -2.75800  C91 1.089
98 H -1.10976 5.13851 -1.85195  C91 1.087
99 H -2.83004 5.19334 -1.51659  C91 1.087
100 O 5.65086 3.45528 -0.97375  C101 1.201
101 C 5.47906 4.57643 -1.36990  O100 1.201, O102 1.342, C105 1.509
102 O 5.10450 5.51587 -0.48715  C101 1.342, C103 1.434
103 C 5.05197 6.91420 -0.80033  O102 1.434, C104 1.514, H106 1.090, H107 1.088
104 C 3.73660 7.30118 -1.44169  C103 1.514, H108 1.090, H109 1.090, H110 1.090
105 C 5.60183 4.93042 -2.83170  C101 1.509, H111 1.089, H112 1.087, H113 1.087
106 H 5.91044 7.20371 -1.40646  C103 1.090
107 H 5.16018 7.42122 0.15618  C103 1.088
108 H 3.58992 6.79750 -2.39719  C104 1.090
109 H 3.70019 8.37669 -1.61222  C104 1.090
110 H 2.90538 7.02155 -0.79456  C104 1.090
111 H 4.65389 4.71399 -3.32284  C105 1.089
112 H 6.37558 4.30428 -3.26759  C105 1.087
113 H 5.87642 5.96549 -3.01696  C105 1.087